(1)
A structure of composition C31H37IrN5 in a non-equilibrium geometry. Source: the OMol25 dataset; level of theory: wB97M-V/def2-TZVPD.

Properties
E_HOMO (spin up / spin down)   -0.1 / -4.4 eV
Total charge   -1
Molecular weight   671.9 g mol⁻¹
2S+1   5

Positions of all 74 atoms, in Å:
Ir 0.791 -0.091 0.617
N 0.284 1.895 2.759
N -2.044 0.601 1.614
C 1.541 -2.060 -0.029
C 0.828 -2.183 1.207
C 1.465 -1.339 2.172
C 1.055 -1.123 3.585
H 0.174 -1.722 3.823
H 0.818 -0.070 3.753
H 1.878 -1.403 4.248
C 2.606 -0.722 1.540
C 3.545 0.210 2.227
H 4.102 -0.312 3.013
H 2.988 1.025 2.701
H 4.252 0.641 1.514
C 2.655 -1.187 0.182
C 3.688 -0.852 -0.852
H 4.188 0.091 -0.614
H 3.231 -0.770 -1.845
H 4.458 -1.632 -0.918
C -0.319 -3.100 1.502
H -0.032 -3.840 2.263
H -0.621 -3.636 0.598
H -1.185 -2.552 1.893
C 1.200 -2.716 -1.333
H 0.786 -1.969 -2.025
H 0.449 -3.499 -1.196
H 2.084 -3.162 -1.808
C 1.086 2.848 3.315
H 2.164 2.638 3.355
C 0.612 4.066 3.830
H 1.342 4.799 4.173
C -0.767 4.299 3.879
H -1.182 5.252 4.215
C -1.604 3.239 3.572
H -2.695 3.270 3.635
C -1.015 2.008 3.159
C -1.864 0.893 2.967
H -2.058 0.120 3.714
C -1.111 0.219 0.600
C -3.254 0.947 0.994
H -4.044 1.449 1.523
C -3.163 0.577 -0.286
H -3.897 0.584 -1.059
N -1.883 0.079 -0.520
C -1.671 -0.659 -1.747
C -2.185 -1.971 -1.837
C -2.075 -2.646 -3.060
H -2.383 -3.693 -3.106
C -1.634 -2.006 -4.220
C -1.514 -2.735 -5.535
H -0.460 -2.906 -5.803
H -1.963 -2.143 -6.345
H -2.020 -3.707 -5.491
C -1.343 -0.643 -4.143
H -1.067 -0.110 -5.057
C -1.445 0.062 -2.937
C -1.454 1.556 -2.966
H -2.465 1.970 -2.833
H -1.083 1.915 -3.935
H -0.809 1.981 -2.194
C -2.943 -2.646 -0.739
H -4.015 -2.395 -0.762
H -2.574 -2.427 0.265
H -2.877 -3.734 -0.884
N 1.622 2.767 0.276
C 2.104 3.688 -0.578
C 2.056 3.128 -1.846
C 1.552 1.831 -1.692
N 1.266 1.637 -0.366
H 1.603 2.807 1.286
H 2.457 4.637 -0.209
H 2.375 3.581 -2.768
H 1.414 1.050 -2.432

Here are the Mulliken charges for atoms 1 to 4, given in e: 1.824 0.401 1.154 0.372

(2)
A cluster of 8 separate species, C42H104N8O8 in total in a non-equilibrium geometry. Source: the OMol25 dataset; level of theory: wB97M-V/def2-TZVPD.

Properties
E_HOMO   -8.4 eV
Molecular weight   849.3 g mol⁻¹
SMILES string   CC1(C)CCCC(C)(C)N1O.CC1(C)CCCC(C)(C)N1O.COC[C@H](C)N.COC[C@H](C)N.COC[C@H](C)N.COC[C@H](C)N.COC[C@H](C)N.COC[C@H](C)N

Positions of all 162 atoms, in Å:
C 3.465 4.707 3.242
C 2.283 3.830 2.705
C 2.163 2.619 3.646
C 0.917 4.522 2.732
C 0.762 5.620 1.672
C 0.850 4.902 0.340
C 2.247 4.218 0.212
C 2.396 3.322 -1.026
C 3.331 5.348 0.080
N 2.515 3.274 1.358
O 3.873 2.944 1.324
H 4.451 4.469 2.796
H 3.420 5.807 3.033
H 3.488 4.689 4.362
H 1.436 1.902 3.190
H 3.117 2.132 3.762
H 1.807 3.109 4.532
H 0.065 3.862 2.594
H 0.793 4.900 3.710
H -0.221 6.104 1.652
H 1.444 6.454 1.752
H 0.674 5.605 -0.509
H 0.123 4.058 0.250
H 1.771 2.419 -0.913
H 3.430 3.004 -1.197
H 2.012 3.856 -1.852
H 3.203 5.737 -0.928
H 4.389 4.980 0.057
H 3.212 6.057 0.842
H 3.872 2.005 0.991
C 3.257 -0.629 1.144
C 3.229 -1.782 2.159
C 4.683 -2.464 2.344
C 2.702 -1.151 3.436
C 2.156 -2.174 4.407
C 1.089 -3.028 3.817
C 1.488 -3.738 2.516
C 2.387 -5.048 2.817
C 0.257 -4.198 1.786
N 2.125 -2.673 1.689
O 2.596 -3.384 0.544
H 3.738 -0.928 0.199
H 2.334 -0.149 1.128
H 3.930 0.167 1.578
H 4.713 -3.055 3.216
H 4.806 -3.231 1.552
H 5.530 -1.733 2.342
H 3.547 -0.590 3.909
H 1.904 -0.482 3.106
H 3.017 -2.870 4.649
H 1.737 -1.805 5.342
H 0.283 -2.328 3.580
H 0.725 -3.681 4.579
H 1.807 -5.841 3.229
H 3.287 -4.955 3.496
H 2.917 -5.294 1.861
H -0.365 -3.347 1.518
H -0.268 -4.936 2.373
H 0.575 -4.698 0.824
H 2.232 -2.907 -0.206
C -3.372 0.880 2.200
O -2.349 0.511 1.240
C -1.168 1.195 1.396
C -0.189 0.686 0.354
C -0.617 1.040 -1.100
N -0.082 -0.788 0.426
H -3.885 1.698 1.744
H -2.858 1.065 3.145
H -4.142 0.087 2.346
H -1.244 2.314 1.219
H -0.648 0.989 2.355
H 0.762 1.148 0.595
H -0.005 0.551 -1.857
H -0.589 2.089 -1.247
H -1.643 0.565 -1.192
H 0.580 -1.206 0.995
H -0.958 -1.192 0.288
C -3.870 -3.438 -1.911
O -3.406 -4.315 -2.858
C -2.348 -5.229 -2.655
C -2.034 -5.832 -4.047
C -3.321 -6.576 -4.554
N -0.851 -6.730 -3.888
H -4.653 -2.855 -2.466
H -3.131 -2.721 -1.588
H -4.258 -3.927 -1.017
H -1.475 -4.779 -2.334
H -2.621 -6.128 -2.041
H -1.788 -5.035 -4.728
H -4.102 -5.837 -4.413
H -3.484 -7.462 -3.980
H -3.280 -6.927 -5.554
H -1.013 -7.558 -3.297
H -0.730 -7.143 -4.782
C -8.114 -4.406 4.979
O -8.714 -3.171 4.814
C -8.009 -2.281 3.996
C -8.612 -0.940 3.982
C -9.951 -0.823 3.295
N -7.642 -0.035 3.269
H -7.585 -4.669 4.081
H -8.951 -5.017 5.180
H -7.331 -4.299 5.686
H -6.944 -2.296 4.311
H -7.950 -2.651 2.955
H -8.753 -0.571 5.032
H -10.312 0.224 3.420
H -10.773 -1.535 3.729
H -9.802 -1.076 2.216
H -7.605 -0.481 2.331
H -6.739 -0.019 3.598
C 0.920 1.191 -4.644
O 1.509 0.132 -4.000
C 0.760 -1.103 -4.071
C 1.531 -2.122 -3.193
C 0.830 -3.475 -3.231
N 1.786 -1.654 -1.823
H -0.010 1.480 -4.155
H 0.558 0.921 -5.664
H 1.684 2.007 -4.656
H -0.325 -0.902 -3.919
H 0.891 -1.460 -5.075
H 2.529 -2.360 -3.669
H 0.776 -3.867 -4.274
H -0.063 -3.383 -2.635
H 1.355 -4.275 -2.734
H 0.883 -1.402 -1.382
H 2.274 -0.758 -1.815
C -1.903 5.388 -5.108
O -1.698 4.659 -3.867
C -2.200 3.405 -3.807
C -3.773 3.333 -3.576
C -4.202 3.878 -2.192
N -4.099 1.895 -3.619
H -1.205 5.079 -5.924
H -1.708 6.473 -4.912
H -2.909 5.202 -5.472
H -1.913 2.852 -4.803
H -1.676 2.864 -3.006
H -4.290 3.931 -4.332
H -5.170 4.391 -2.126
H -3.435 4.611 -1.841
H -4.226 3.060 -1.462
H -4.036 1.486 -4.530
H -5.111 1.792 -3.535
C 4.550 1.391 -2.940
O 4.955 1.284 -1.566
C 6.109 2.073 -1.315
C 6.882 1.511 -0.172
C 7.796 2.578 0.349
N 7.551 0.222 -0.590
H 4.255 2.413 -3.111
H 3.651 0.829 -3.092
H 5.347 1.237 -3.699
H 6.780 2.127 -2.196
H 5.832 3.018 -0.833
H 6.114 1.330 0.549
H 8.544 2.243 1.043
H 7.150 3.265 0.888
H 8.200 3.223 -0.472
H 6.794 -0.379 -0.947
H 8.008 -0.252 0.145

Here are the Mulliken charges for atoms 1 to 4, given in e: -1.451 1.526 -1.624 -1.359

(3)
A structure of composition C20H32N4O6S2SbSe4Ti. Source: the OMol25 dataset; level of theory: wB97M-V/def2-TZVPD.

Properties
E_HOMO   -4.5 eV
Total charge   -1
Molecular weight   974.1 g mol⁻¹

Positions of all 70 atoms, in Å:
Ti -0.397 -0.251 0.833
O 4.042 0.929 1.032
C 2.922 1.547 0.765
O 2.476 1.827 -0.334
C 2.179 1.981 2.001
C 2.778 2.788 2.955
C 1.998 3.273 3.995
C 0.658 2.924 4.047
C 0.171 2.064 3.078
N 0.909 1.603 2.075
C -1.253 1.551 3.083
O -2.134 2.188 3.636
O -1.383 0.428 2.465
H 4.371 0.367 0.268
H 3.830 3.021 2.873
H 2.433 3.911 4.753
H -0.010 3.276 4.820
C 2.059 1.493 -3.581
C 1.961 0.084 -4.150
C 0.790 -0.701 -3.570
S 1.101 -1.159 -1.842
O 0.104 -0.214 -1.130
C 0.303 -2.779 -1.797
C 0.814 -3.784 -2.834
C 2.288 -3.668 -3.224
H 2.907 2.026 -4.012
H 2.197 1.470 -2.498
H 1.151 2.061 -3.798
H 2.887 -0.460 -3.944
H 1.847 0.113 -5.237
H 0.588 -1.609 -4.133
H -0.124 -0.106 -3.521
H -0.766 -2.573 -1.885
H 0.512 -3.126 -0.782
H 0.183 -3.739 -3.727
H 0.661 -4.770 -2.391
H 2.480 -2.834 -3.904
H 2.607 -4.580 -3.731
H 2.924 -3.547 -2.349
Se 4.700 -1.494 -0.996
Sb 3.890 -2.882 0.826
Se 1.389 -1.497 1.562
Se 2.881 -4.959 0.212
Se 4.975 -2.587 2.908
C -3.768 -2.625 0.472
C -2.635 -2.169 1.378
C -1.937 -3.334 2.058
O -1.714 -1.444 0.594
H -4.538 -3.138 1.050
H -3.385 -3.313 -0.285
H -4.218 -1.771 -0.035
H -3.027 -1.485 2.141
H -1.472 -3.981 1.310
H -2.649 -3.922 2.641
H -1.147 -2.976 2.719
C -4.905 2.658 1.692
C -4.391 2.123 0.355
C -2.951 2.439 0.132
N -2.022 1.559 0.041
N -0.767 2.060 -0.074
C -0.724 3.354 -0.073
N 0.464 4.013 -0.107
S -2.299 4.071 0.063
H -5.936 2.340 1.850
H -4.883 3.750 1.713
H -4.283 2.296 2.510
H -4.988 2.513 -0.473
H -4.458 1.035 0.326
H 1.248 3.400 -0.332
H 0.489 4.944 -0.483

Here are the Mulliken charges for atoms 1 to 4, given in e: 0.402 -0.357 -0.103 -0.601

(4)
A cluster of 5 separate species, C15H35N5O5 in total in a non-equilibrium geometry. Source: the OMol25 dataset; level of theory: wB97M-V/def2-TZVPD.

Properties
E_HOMO (spin up / spin down)   0.4 / -6.9 eV
Total charge   -1
Molecular weight   365.5 g mol⁻¹
2S+1   2

Positions of all 60 atoms, in Å:
C 0.872 4.191 4.594
C 0.523 4.280 3.074
O -0.718 4.219 2.622
N 1.538 4.680 2.289
C 1.559 4.680 0.841
H 0.684 5.053 5.235
H 1.946 4.027 4.675
H 0.306 3.295 4.848
H 2.470 4.780 2.664
H 2.449 4.316 0.326
H 1.275 5.650 0.434
H 0.856 3.952 0.436
C -4.685 -1.906 -0.734
C -4.863 -0.554 -1.394
O -5.904 0.074 -1.231
N -3.710 -0.044 -1.896
C -3.704 1.402 -2.120
H -3.860 -2.356 -1.285
H -5.557 -2.535 -0.918
H -4.365 -1.722 0.292
H -2.870 -0.531 -1.617
H -3.659 1.539 -3.201
H -2.754 1.785 -1.748
H -4.468 1.950 -1.569
C 0.219 1.505 0.696
C -0.368 0.169 0.312
O -1.031 0.158 -0.786
N 0.003 -0.950 0.970
C -0.436 -2.295 0.629
H -0.418 2.316 0.343
H 1.258 1.727 0.451
H 0.056 1.449 1.773
H 0.509 -0.827 1.836
H -1.518 -2.424 0.661
H -0.155 -3.105 1.301
H -0.187 -2.628 -0.379
C 3.737 1.443 2.742
C 3.002 0.120 2.905
O 1.799 0.078 2.914
N 3.761 -0.950 3.198
C 3.208 -2.289 3.407
H 4.787 1.473 2.449
H 3.468 2.150 3.526
H 3.272 2.017 1.940
H 4.738 -0.936 2.942
H 2.190 -2.348 3.020
H 3.246 -2.569 4.459
H 3.691 -3.053 2.798
C 0.607 -2.736 -3.288
C 0.079 -2.656 -4.728
O 0.136 -1.661 -5.352
N -0.501 -3.800 -5.166
C -1.015 -4.145 -6.465
H 1.641 -2.399 -3.366
H 0.663 -3.693 -2.769
H 0.090 -1.995 -2.680
H -0.525 -4.451 -4.394
H -0.326 -4.098 -7.309
H -1.916 -3.590 -6.726
H -1.127 -5.229 -6.480

Here are the Mulliken charges for atoms 1 to 4, given in e: -1.555 0.968 -0.635 -0.236

(5)
A structure of composition C25H42GeMnN5O3PSe. Source: the OMol25 dataset; level of theory: wB97M-V/def2-TZVPD.

Properties
E_HOMO (spin up / spin down)   -10.7 / -10.9 eV
Total charge   +1
Molecular weight   698.1 g mol⁻¹
2S+1   5

Positions of all 79 atoms, in Å:
Mn 0.354 0.315 0.185
O 1.998 1.114 0.328
C 2.870 1.210 1.327
C 4.064 1.900 1.101
C 4.996 2.023 2.112
C 4.778 1.465 3.374
C 3.608 0.781 3.604
C 2.641 0.644 2.595
C 1.442 -0.091 2.892
N 0.481 -0.284 2.061
N -0.597 -1.064 2.502
C -1.446 -1.172 1.534
O -1.253 -0.608 0.351
C -2.677 -1.965 1.717
C -3.396 -2.388 0.604
C -4.554 -3.132 0.770
C -4.998 -3.446 2.047
C -4.280 -3.024 3.159
C -3.119 -2.288 2.998
H 4.230 2.332 0.123
H 5.914 2.563 1.918
H 5.518 1.567 4.155
H 3.415 0.338 4.574
H 1.321 -0.530 3.880
H -3.048 -2.127 -0.386
H -5.113 -3.463 -0.095
H -5.906 -4.020 2.177
H -4.629 -3.269 4.154
H -2.549 -1.955 3.855
C -4.384 1.201 0.620
Ge -3.459 2.778 1.271
C -4.700 4.253 1.544
C -2.470 2.421 2.908
C -2.251 3.371 -0.185
Se -0.393 2.797 -0.262
C 0.276 3.577 1.391
H -4.997 0.757 1.405
H -3.668 0.456 0.278
H -5.035 1.469 -0.214
H -5.457 3.995 2.284
H -5.207 4.502 0.611
H -4.167 5.138 1.894
H -3.149 1.980 3.640
H -2.061 3.337 3.334
H -1.659 1.716 2.744
H -2.197 4.460 -0.218
H -2.679 3.049 -1.135
H -0.377 4.409 1.643
H 1.282 3.939 1.201
H 0.279 2.850 2.198
C 1.119 -2.397 -4.909
N 0.612 -1.868 -3.650
C -0.716 -2.347 -3.275
P 1.606 -1.143 -2.575
O 0.722 -0.430 -1.581
N 2.606 -2.261 -1.896
C 3.476 -1.796 -0.812
C 2.122 -3.625 -1.689
N 2.613 -0.079 -3.293
C 3.903 -0.405 -3.888
C 2.081 1.223 -3.693
H 1.241 -3.484 -4.868
H 2.082 -1.952 -5.153
H 0.420 -2.160 -5.713
H -0.732 -3.437 -3.177
H -1.433 -2.062 -4.046
H -1.023 -1.899 -2.333
H 3.859 -0.800 -1.028
H 4.318 -2.481 -0.711
H 2.942 -1.763 0.145
H 1.517 -3.949 -2.532
H 1.529 -3.714 -0.773
H 2.977 -4.297 -1.611
H 4.216 -1.403 -3.596
H 4.655 0.311 -3.548
H 3.854 -0.350 -4.979
H 1.101 1.388 -3.252
H 1.993 1.285 -4.781
H 2.748 2.016 -3.350

Here are the Mulliken charges for atoms 1 to 4, given in e: -0.668 0.535 0.680 -0.711